No. 1
Entry from the OMol25 dataset: a structure of composition C38H96F3HgN6O12S at a distorted geometry (ωB97M-V with the def2-TZVPD basis set).

Last column: Löwdin charge in e.
Element x y z (Å)
Hg -3.7540 -0.1919 1.4404  1.288
C -0.2206 -0.4751 0.9187  -0.447
O -0.2010 0.3084 -0.2812  -0.128
O -1.3971 -0.2434 1.5405  -0.245
C 0.1692 -1.8854 0.4742  -0.488
F -0.8323 -2.5971 -0.0831  0.134
F 1.2409 -1.9326 -0.3477  0.134
F 0.5557 -2.6056 1.5864  0.092
C 0.6786 1.4506 -0.2612  -0.206
C 0.5992 2.0503 -1.6394  -0.131
H -0.4171 2.2526 -1.9885  0.081
H 1.0348 3.0535 -1.6669  0.011
H 1.0772 1.4689 -2.4289  0.064
H 1.7108 1.2562 0.0289  0.128
H 0.2169 2.1505 0.4428  0.083
H 0.6113 -0.1373 1.5570  0.110
C 0.6650 -1.1438 -3.8246  -0.044
C 2.0353 -0.7014 -4.3561  -0.482
C 3.0762 -1.7850 -4.1779  -0.056
O 1.9185 -0.3397 -5.7361  -0.046
H 0.3060 -2.0477 -4.3216  0.084
H -0.0063 -0.2853 -3.9226  0.062
H 0.6438 -1.3442 -2.7506  0.068
H 2.2218 0.2040 -3.7701  0.088
H 3.9650 -1.4781 -4.7283  0.094
H 2.7160 -2.7423 -4.5612  0.075
H 3.3146 -2.0165 -3.1380  0.077
H 1.1204 -0.7876 -6.0386  0.092
C 4.3135 0.5994 -2.2732  -0.042
C 4.3212 2.1135 -2.4332  -0.456
C 2.9637 2.7153 -2.0953  -0.091
O 5.3172 2.6590 -1.5802  -0.043
H 4.4221 0.3595 -1.2120  0.092
H 5.2426 0.2066 -2.6937  0.091
H 3.3909 0.1621 -2.6521  0.034
H 4.5750 2.3728 -3.4679  0.144
H 2.5487 2.3652 -1.1469  0.048
H 2.2163 2.4212 -2.8344  0.036
H 3.0570 3.8021 -2.0689  0.108
H 6.1678 2.2878 -1.8335  0.091
C -0.0333 4.8786 -0.7819  -0.031
C 0.4704 5.0061 0.6526  -0.361
C -0.6678 5.0997 1.6775  -0.205
O -1.4430 6.2133 1.3064  -0.162
C -2.6375 6.3452 2.0462  -0.079
N 1.3480 3.8305 0.9117  0.036
H -0.3983 5.8749 -1.0313  0.095
H -0.8304 4.1350 -0.8509  0.070
H 0.7646 4.5648 -1.4532  0.062
H 1.1160 5.8892 0.6988  0.146
H -0.1834 5.1353 2.6632  0.126
H -1.3162 4.2160 1.7318  0.081
H -3.2239 7.1347 1.5798  0.097
H -2.4103 6.5853 3.0866  0.102
H -3.2671 5.4485 1.9991  0.054
H 2.0929 3.9864 0.2368  0.076
H 1.8292 3.9826 1.7986  0.089
C 5.6837 -6.4160 -3.6964  -0.068
C 4.1806 -6.6544 -3.6071  -0.453
C 3.4424 -5.4751 -2.9778  -0.222
O 2.1104 -5.7596 -2.6724  -0.175
C 1.2606 -4.6922 -2.3123  -0.100
N 3.6576 -7.0887 -4.9076  0.039
H 5.9361 -5.5628 -4.3309  0.081
H 6.2090 -7.2670 -4.1299  0.076
H 6.0922 -6.2239 -2.7033  0.077
H 4.0655 -7.4609 -2.8674  0.135
H 3.5945 -4.5709 -3.5781  0.110
H 3.9726 -5.3165 -2.0270  0.128
H 0.7899 -4.3661 -3.2454  0.084
H 1.7949 -3.9110 -1.7652  0.072
H 0.4053 -4.9375 -1.6788  0.081
H 2.7417 -7.4987 -4.7327  0.070
H 4.2084 -7.9067 -5.1581  0.068
C 1.0375 4.8930 -6.0077  -0.069
C 1.1683 3.4943 -5.3978  -0.404
C -0.2019 2.7779 -5.4668  -0.200
O -1.1674 3.2377 -4.5380  -0.178
C -2.3415 2.5011 -4.5851  -0.145
N 2.1659 2.8095 -6.2739  0.060
H 1.8865 5.5123 -5.7143  0.078
H 0.1748 5.4791 -5.6709  0.077
H 0.9366 4.8961 -7.0936  0.079
H 1.5119 3.5400 -4.3649  0.113
H -0.0133 1.7292 -5.1885  0.101
H -0.5803 2.7585 -6.4959  0.135
H -2.8739 2.6133 -5.5408  0.096
H -3.0024 2.9981 -3.8641  0.078
H -2.3219 1.4264 -4.3566  0.084
H 1.9866 1.8392 -5.9994  0.033
H 1.7232 2.9038 -7.1854  0.067
C -4.7469 2.4989 -0.9584  -0.032
C -3.3249 2.1919 -0.4952  -0.375
C -2.9887 2.7826 0.8653  -0.183
O -3.7381 2.1481 1.9170  -0.308
C -4.6466 2.9856 2.6500  -0.053
N -3.1424 0.7104 -0.5516  0.027
H -5.5157 1.8765 -0.5016  0.083
H -4.7398 2.3103 -2.0339  0.078
H -4.9789 3.5520 -0.8048  0.093
H -2.5944 2.5722 -1.2149  0.128
H -3.1680 3.8538 0.7799  0.118
H -1.9593 2.5335 1.1291  0.083
H -5.2153 3.6212 1.9688  0.097
H -4.0339 3.6272 3.2845  0.088
H -5.3272 2.3921 3.2525  0.092
H -2.1452 0.4615 -0.4732  0.065
H -3.4815 0.3593 -1.4413  0.107
C 0.0788 -2.5880 4.5783  -0.073
C -0.1405 -4.0873 4.9274  -0.415
C 0.3848 -4.9646 3.8270  -0.211
O -0.0275 -6.2865 4.1231  -0.181
C 0.5471 -7.2885 3.3337  -0.119
N 0.4149 -4.3836 6.2512  0.055
H 1.1228 -2.3086 4.4276  0.090
H -0.4028 -1.9376 5.3100  0.065
H -0.4229 -2.4003 3.6220  0.049
H -1.2294 -4.1800 4.9681  0.120
H 1.4718 -4.8876 3.7037  0.138
H -0.0347 -4.6929 2.8516  0.113
H 0.5992 -7.0059 2.2801  0.086
H 0.1118 -8.2769 3.4878  0.088
H 1.5612 -7.5311 3.6900  0.090
H -0.0327 -3.8145 6.9640  0.068
H 1.3517 -3.9798 6.2517  0.076
C -3.3685 -1.6987 5.7343  -0.028
C -3.2670 -1.4645 4.2374  -0.420
C -3.8032 -2.6537 3.4633  -0.179
O -3.5114 -2.4321 2.0822  -0.315
C -3.5515 -3.6367 1.3200  -0.060
N -4.0210 -0.2702 3.8424  0.049
H -2.8121 -0.9790 6.3312  0.082
H -2.9214 -2.6726 5.9654  0.081
H -4.4010 -1.8310 6.0654  0.096
H -2.2291 -1.3705 3.9153  0.105
H -4.8686 -2.8898 3.5767  0.143
H -3.3339 -3.5744 3.8235  0.130
H -3.4202 -3.4490 0.2540  0.091
H -4.5449 -4.0817 1.4100  0.102
H -2.7154 -4.2670 1.6230  0.101
H -3.6260 0.5263 4.3407  0.041
H -4.9382 -0.4111 4.2660  0.110
C 1.0096 0.9891 4.9678  -0.181
C 0.3189 0.7055 3.6203  -0.228
C -0.3520 2.0232 3.2872  -0.194
S -1.2516 2.4278 4.8626  0.718
O -2.5824 1.8909 5.0380  -0.339
O -1.0409 3.8320 5.1542  -0.324
C -0.1132 1.4560 5.9075  -0.193
H 1.7576 1.7679 4.8223  0.121
H 1.5001 0.1030 5.3671  0.109
H -0.4098 -0.1045 3.5237  0.082
H 1.0044 0.4873 2.7967  0.100
H -1.1110 2.1128 2.5133  0.056
H 0.3984 2.8005 3.1712  0.087
H -0.6456 0.5572 6.2155  0.087
H 0.2152 2.0970 6.7200  0.109

Results
2S+1	1
highest occupied orbital energy	-10.68	eV
net charge	+1
energy relative to the best compared isomer or geometry (same formula, charge and spin)	293.8	kJ/mol
frontier orbital gap	7.0	eV


No. 2
Entry from the OMol25 dataset: the molecule C3H5NS at a distorted geometry (ωB97M-V with the def2-TZVPD basis set).

Last column: Löwdin charge in e.
Element x y z (Å)
C 0.0294 0.4374 -0.3626  -0.278
C 1.3947 0.6805 0.1962  -0.706
C -0.5828 -0.8285 0.2453  -0.278
N -0.4107 -1.9934 -0.1625  0.093
S 2.6419 -0.3325 0.0134  0.765
H -0.0777 0.4690 -1.4961  0.128
H 1.6578 1.6018 0.6967  0.045
H -0.6241 1.2411 -0.0498  0.089
H -1.3169 -0.7385 1.0092  0.092
H 0.1904 -2.3806 -0.8823  0.051

Results
2S+1	3
highest occupied orbital energy (alpha / beta)	-7.00 / -9.30	eV
energy relative to the best compared isomer or geometry (same formula, charge and spin)	15.2	kJ/mol
<S²>	2.0061
frontier orbital gap (alpha / beta)	8.0 / 6.9	eV


No. 3
Entry from the OMol25 dataset: a cluster of 2 separate species, C2H8N4O in total at a distorted geometry (ωB97M-V with the def2-TZVPD basis set).

Last column: Löwdin charge in e.
Element x y z (Å)
H 2.8694 -0.7926 0.0861  0.064
N 1.9669 -0.7811 0.5736  0.094
N 1.0188 -0.9593 -0.2263  -0.070
C -0.2924 -0.7053 0.2521  -0.511
C -1.2533 -1.4129 -0.4185  0.065
O -0.4222 -0.4433 1.6026  0.003
H -1.2319 -1.4840 -1.5000  0.061
H -2.0263 -1.9530 0.1115  0.059
H -0.8548 -1.1906 2.0470  0.113
N -0.1185 1.3158 -1.0443  -0.122
N 0.1405 2.2736 -0.0055  -0.064
H -1.0776 1.3746 -1.3895  0.088
H 0.6641 0.5507 -1.2425  0.106
H -0.4685 2.0794 0.7937  0.053
H 1.0858 2.1281 0.3600  0.061

Results
2S+1	1
highest occupied orbital energy	-7.37	eV
energy relative to the best compared isomer or geometry (same formula, charge and spin)	626.5	kJ/mol
SMILES string	[H]/N=N/C(=C)O.NN
frontier orbital gap	7.2	eV


No. 4
Entry from the OMol25 dataset: a cluster of 2 separate species, C3H11N2S in total at a distorted geometry (ωB97M-V with the def2-TZVPD basis set).

Last column: Löwdin charge in e.
Element x y z (Å)
N -2.2615 2.3376 0.5822  0.207
C -1.5503 1.2998 0.1941  -0.141
N -2.0601 0.1892 -0.2684  0.220
H -3.1912 2.4772 0.3028  0.122
H -1.7868 3.1779 0.8906  0.148
H -0.4738 1.3199 0.3774  0.154
H -1.4128 -0.5096 -0.4257  0.043
H -3.0382 0.0971 -0.5142  0.160
C 0.7555 -1.3952 -0.5870  -0.196
C 2.2800 -1.2046 -0.2741  -0.561
S 2.4629 0.0014 1.1216  0.639
H 0.3548 -0.6545 -1.3277  0.076
H 0.1666 -1.2592 0.3283  0.035
H 0.5614 -2.4369 -0.8855  0.084
H 2.6881 -2.1671 0.0640  0.073
H 2.8424 -0.7993 -1.1204  0.064
H 3.6633 -0.4738 1.5420  -0.128

Results
2S+1	1
highest occupied orbital energy	-12.11	eV
net charge	+1
energy relative to the best compared isomer or geometry (same formula, charge and spin)	66.3	kJ/mol
frontier orbital gap	8.3	eV